Below is a structure of composition C48H42N7O4PbS4, with properties calculated with the ωB97M-V functional and the def2-TZVPD basis.

Positions of all 106 atoms, in Å:
Pb: 12.0576 10.6213 10.0577
O: 9.8451 11.9357 6.3172
C: 10.2876 11.8340 7.4761
O: 11.4408 11.3573 7.8577
C: 9.4068 12.1812 8.6114
C: 8.2027 12.9706 8.4661
C: 7.5646 13.3932 9.6616
C: 7.9917 12.8827 10.8980
C: 9.0855 12.0101 10.9269
N: 9.7345 11.7207 9.8028
C: 9.5289 11.3728 12.1689
O: 8.9709 11.7556 13.2292
O: 10.5562 10.5585 12.0985
H: 7.8842 13.1962 7.4468
H: 6.7103 14.1167 9.6688
H: 7.3648 13.0128 11.7710
N: 14.4833 11.0053 9.3268
S: 15.9773 11.0248 9.5423
N: 16.7230 11.8043 10.7263
S: 16.5933 13.1956 11.5029
N: 15.3293 14.2229 11.7779
S: 13.8140 14.2153 12.0842
N: 12.6982 13.8116 11.0460
C: 13.5296 15.9267 12.4571
C: 14.5211 16.8963 12.4201
C: 14.1847 18.2253 12.7659
C: 12.8636 18.5185 13.2124
C: 11.8731 17.5354 13.2813
C: 12.2114 16.2289 12.7691
C: 13.3664 13.3978 13.5460
C: 12.3746 12.4427 13.6505
C: 12.0810 11.9217 14.9161
C: 12.8033 12.3680 16.0568
C: 13.8883 13.2315 15.8716
C: 14.1528 13.7847 14.6386
C: 17.8024 14.3752 10.7139
C: 19.1874 14.3066 10.8993
C: 20.0252 15.2967 10.2603
C: 19.4552 16.3170 9.4725
C: 18.1082 16.3266 9.2167
C: 17.2822 15.4358 9.9371
C: 17.2594 12.7482 13.1249
C: 16.9815 11.5242 13.6699
C: 17.5384 11.1458 14.9052
C: 18.5876 11.8758 15.4698
C: 18.7708 13.1775 14.9577
C: 18.0915 13.6332 13.8208
C: 16.6712 11.5592 7.9938
C: 15.9377 11.5388 6.7703
C: 16.6244 11.5853 5.5568
C: 17.9883 11.8219 5.5061
C: 18.6790 11.9716 6.7110
C: 18.0402 11.6285 7.9364
C: 16.6383 9.4302 9.6523
C: 16.0851 8.4648 8.7916
C: 16.5842 7.1804 8.7954
C: 17.6422 6.8492 9.6883
C: 18.2333 7.8623 10.4503
C: 17.7317 9.1701 10.4218
H: 15.5344 16.6590 12.1606
H: 14.9283 18.9758 12.6633
H: 12.7088 19.5452 13.5106
H: 10.8856 17.6202 13.7304
H: 11.4213 15.5120 12.5419
H: 11.7357 12.1647 12.7941
H: 11.1768 11.3100 14.9564
H: 12.4515 12.1137 17.0270
H: 14.4905 13.6478 16.6509
H: 14.9881 14.4890 14.5025
H: 19.5480 13.5699 11.5403
H: 21.0944 15.2333 10.3424
H: 20.0705 17.0716 8.9907
H: 17.6556 17.0642 8.5958
H: 16.2114 15.5284 9.9632
H: 16.3775 10.7957 13.0918
H: 17.1995 10.1701 15.2942
H: 19.2017 11.5183 16.2960
H: 19.3399 13.9160 15.4640
H: 18.1629 14.6570 13.5728
H: 14.8315 11.5688 6.8215
H: 15.9928 11.5500 4.6510
H: 18.4233 11.9550 4.5388
H: 19.7206 12.2295 6.7663
H: 18.6492 11.5387 8.8622
H: 15.2023 8.7831 8.2512
H: 16.2231 6.4453 8.0802
H: 18.0314 5.8526 9.7045
H: 19.0955 7.6921 11.0706
H: 18.2117 9.9651 11.0230
C: 12.9657 14.4174 9.6891
H: 12.1607 14.0823 9.0636
H: 13.8866 13.9807 9.2281
H: 13.0290 15.5234 9.6195
C: 8.6232 7.7544 11.0500
N: 8.7118 8.0030 9.6225
C: 7.5599 8.3173 8.8371
C: 8.0739 8.6398 7.6374
N: 9.4756 8.5002 7.7006
C: 9.8592 8.0809 8.9220
S: 11.4170 7.6358 9.4688
H: 7.6963 8.1937 11.4002
H: 9.5006 8.1873 11.5393
H: 8.6905 6.6718 11.2795
H: 6.5167 8.2926 9.2140
H: 7.6363 9.0185 6.6742
H: 10.1407 8.8857 7.0385

## Properties
Charge: +1
HOMO, Ha: -0.3448
F_max, hartree/bohr: 0.143
Gap between HOMO and LUMO, eV: 6.3
Energy relative to the best compared isomer or geometry (same formula, charge and spin), kcal/mol: 21.6
Molar mass, g mol⁻¹: 1116.377